ORCA calculation (the ωB97M-V functional and the def2-TZVPD basis) on a molecular structure, C3H5NO2.

Geometry (Å):
C -1.225 0.421 -0.112
C -0.103 0.876 -0.894
O 0.071 -0.724 0.677
O 0.486 -1.429 1.877
C 1.168 0.041 -0.239
N 2.335 -0.035 -0.351
H 0.686 -2.306 1.504
H -1.913 -0.306 -0.524
H -1.543 0.974 0.761
H -0.114 0.565 -1.935
H 0.153 1.924 -0.765

Results
highest occupied orbital energy (spin up / spin down): -0.3254 / -0.3255 Eh
frontier orbital gap (spin up / spin down): 0.3007 / 0.3007 Eh
net charge: 0
E_LUMO (spin up / spin down): -0.675 / -0.674 eV
multiplicity: 1

Atom charges from the Löwdin analysis, given in e for atoms 1 to 5: number 1, C, carries 0.0865; number 2, C, carries -0.1307; number 3, O, carries -0.2069; number 4, O, carries 0.0073; number 5, C, carries -0.4146

ORCA calculation (the ωB97M-V functional and the def2-TZVPD basis) on C3H5NO2 in the gas phase.

Geometry (Å):
N -1.946 -0.375 0.127
C -0.822 0.346 -0.180
O -0.888 1.409 -0.773
C 0.525 -0.314 0.168
C 1.740 0.379 -0.358
O 2.709 0.260 0.367
H -1.898 -1.112 0.812
H -2.826 0.120 0.056
H 0.518 -1.376 -0.101
H 1.111 -0.332 1.146
H 1.777 0.995 -1.264

Results
highest occupied orbital energy: -0.3692 Eh
frontier orbital gap: 0.3971 Eh
net charge: 0
E_LUMO: 0.760 eV
multiplicity: 1
SMILES: NC(=O)CC=O

Atom charges from the Löwdin analysis, given in e for atoms 1 to 5: number 1, N, carries 0.1461; number 2, C, carries -0.5190; number 3, O, carries 0.0536; number 4, C, carries -0.0739; number 5, C, carries -0.2496

The records above give, respectively, M values of 87.1, 87.1 g/mol.
The records above give, respectively, largest force on an atom values of 0.020, 0.052 hartree/bohr.